one:
49
Properties=species:S:1:pos:R:3:mulliken_charge:R:1 method="wB97M-V/def2-TZVPD" gap_ev=9.7818 smiles="CO[C@@H](c1ccccc1)c1nnc(CCC(=O)NCCC(C)C)o1" spin_multiplicity=1
C 2.112 2.373 -5.235 -0.757
O 1.195 2.135 -4.196 -0.429
C 1.621 1.129 -3.303 0.168
C 2.784 1.553 -2.424 0.126
C 3.765 0.641 -2.061 -0.324
C 4.801 1.035 -1.232 -0.659
C 4.862 2.338 -0.766 -0.367
C 3.882 3.248 -1.126 -0.692
C 2.841 2.856 -1.948 -0.080
C 0.486 0.805 -2.394 0.054
N 0.047 -0.371 -2.096 -0.901
N -0.944 -0.199 -1.194 -0.121
C -1.056 1.073 -0.983 0.698
C -2.009 1.776 -0.093 -0.493
C -2.895 0.817 0.704 -1.023
C -2.117 0.169 1.851 0.375
O -2.129 0.628 2.978 -0.678
N -1.445 -0.937 1.498 0.168
C -0.618 -1.681 2.417 -0.918
C -1.001 -3.160 2.496 -1.041
C -2.356 -3.479 3.149 0.782
C -2.482 -2.860 4.539 -1.519
C -3.542 -3.064 2.280 -1.417
O -0.166 1.772 -1.719 -0.304
H 2.266 1.469 -5.836 0.310
H 1.672 3.152 -5.855 0.284
H 3.079 2.713 -4.849 0.289
H 1.876 0.206 -3.848 0.637
H 3.711 -0.375 -2.424 0.393
H 5.562 0.323 -0.950 0.402
H 5.672 2.643 -0.121 0.395
H 3.926 4.264 -0.763 0.382
H 2.068 3.554 -2.234 0.428
H -2.629 2.428 -0.717 0.320
H -1.446 2.421 0.588 0.346
H -3.713 1.385 1.148 0.436
H -3.300 0.051 0.043 0.383
H -1.413 -1.194 0.519 0.337
H 0.428 -1.612 2.091 0.336
H -0.709 -1.200 3.391 0.417
H -0.989 -3.577 1.486 0.409
H -0.220 -3.664 3.070 0.405
H -2.390 -4.571 3.258 0.356
H -1.619 -3.110 5.153 0.340
H -3.375 -3.234 5.034 0.440
H -2.564 -1.778 4.472 0.306
H -4.461 -3.482 2.684 0.458
H -3.422 -3.426 1.261 0.356
H -3.644 -1.984 2.258 0.188

***

two:
49
Properties=species:S:1:pos:R:3:mulliken_charge:R:1 method="wB97M-V/def2-TZVPD" gap_ev=9.0454 smiles="C[C@@H]1CCCCN1CCNC(=O)CN1C(=O)COc2ccccc21" spin_multiplicity=1
C 1.225 2.000 -1.869 -1.423
C 0.735 0.739 -2.600 0.404
C 1.600 0.433 -3.829 -1.059
C 1.360 1.423 -4.962 -0.714
C -0.125 1.426 -5.299 -0.772
C -0.946 1.731 -4.051 -0.725
N -0.665 0.759 -3.010 0.219
C -1.637 0.819 -1.937 -0.672
C -1.544 -0.356 -0.959 -1.125
N -0.647 -0.091 0.143 0.059
C 0.365 -0.896 0.498 1.187
O 0.643 -1.947 -0.038 -0.700
C 1.155 -0.338 1.692 -1.954
N 0.348 -0.301 2.899 0.360
C -0.283 0.859 3.196 0.690
O -0.313 1.805 2.427 -0.690
C -0.886 0.934 4.587 -0.483
O -1.457 -0.267 5.048 -0.514
C -0.773 -1.407 4.732 0.408
C -1.051 -2.546 5.474 -0.679
C -0.428 -3.742 5.174 -0.421
C 0.467 -3.804 4.121 -0.990
C 0.742 -2.676 3.368 -0.605
C 0.137 -1.462 3.669 1.107
H 1.150 2.883 -2.497 0.387
H 2.267 1.868 -1.586 0.395
H 0.649 2.174 -0.963 0.285
H 0.850 -0.107 -1.917 0.135
H 2.651 0.433 -3.536 0.404
H 1.346 -0.569 -4.180 0.384
H 1.947 1.137 -5.837 0.357
H 1.675 2.425 -4.664 0.300
H -0.347 2.165 -6.071 0.390
H -0.411 0.441 -5.672 0.309
H -2.010 1.661 -4.296 0.477
H -0.753 2.767 -3.722 0.315
H -2.622 0.779 -2.412 0.484
H -1.590 1.764 -1.364 0.411
H -1.183 -1.249 -1.472 0.471
H -2.543 -0.560 -0.556 0.444
H -0.773 0.780 0.645 0.175
H 2.048 -0.939 1.860 0.422
H 1.449 0.693 1.472 0.429
H -1.678 1.687 4.597 0.336
H -0.085 1.262 5.272 0.230
H -1.767 -2.467 6.277 0.429
H -0.647 -4.623 5.757 0.381
H 0.949 -4.736 3.869 0.393
H 1.405 -2.764 2.524 0.349

***

It is two that is most stable; the runner-up trails by 0.0374 hartree.

***

one:
48
Properties=species:S:1:pos:R:3:mulliken_charge:R:1 method="wB97M-V/def2-TZVPD" gap_ev=9.1975 smiles="O=C(Nc1ccccc1)NC1(C(=O)NCc2ccco2)CCCCC1" spin_multiplicity=1
O -1.502 0.859 1.331 -0.784
C -1.092 -0.089 0.673 0.190
N -1.889 -0.617 -0.319 0.087
C -1.551 -1.439 -1.397 0.076
C -2.518 -2.305 -1.905 -0.571
C -2.230 -3.120 -2.983 -0.546
C -0.977 -3.084 -3.572 -0.575
C -0.021 -2.206 -3.088 -0.941
C -0.301 -1.381 -2.013 0.417
N 0.074 -0.734 0.886 -0.005
C 1.186 -0.292 1.727 0.730
C 1.782 0.971 1.055 -0.250
O 2.867 0.961 0.509 -0.732
N 0.984 2.054 1.113 -0.158
C 1.184 3.170 0.208 -1.019
C 0.162 3.115 -0.881 0.533
C -0.790 4.000 -1.290 -0.694
C -1.512 3.357 -2.327 -0.669
C -0.951 2.127 -2.462 -0.343
O 0.063 1.970 -1.594 -0.119
C 0.739 -0.019 3.170 -0.731
C 0.265 -1.301 3.852 -0.671
C 1.358 -2.362 3.844 -0.736
C 1.774 -2.665 2.409 -0.653
C 2.251 -1.393 1.716 -1.222
H -2.845 -0.292 -0.282 0.313
H -3.496 -2.332 -1.447 0.431
H -2.988 -3.789 -3.363 0.388
H -0.751 -3.724 -4.410 0.402
H 0.950 -2.150 -3.557 0.421
H 0.437 -0.665 -1.684 0.419
H 0.279 -1.516 0.283 0.494
H 0.030 1.927 1.445 0.379
H 2.197 3.070 -0.197 0.415
H 1.093 4.115 0.747 0.336
H -0.956 4.986 -0.906 0.477
H -2.334 3.757 -2.884 0.455
H -1.170 1.302 -3.112 0.530
H 1.590 0.398 3.713 0.455
H -0.069 0.710 3.184 0.419
H -0.029 -1.072 4.878 0.412
H -0.616 -1.679 3.329 0.283
H 1.001 -3.272 4.330 0.396
H 2.223 -1.998 4.403 0.326
H 2.577 -3.405 2.397 0.417
H 0.923 -3.091 1.871 0.316
H 2.543 -1.600 0.684 0.415
H 3.134 -1.006 2.226 0.485

***

two:
48
Properties=species:S:1:pos:R:3:mulliken_charge:R:1 method="wB97M-V/def2-TZVPD" gap_ev=8.7029 smiles="O=C1[C@@H]2Cc3c([nH]c4ccccc34)CN2C(=O)CN1CCCCCO" spin_multiplicity=1
O -1.660 -0.252 -1.984 -0.693
C -1.160 0.412 -1.097 0.254
C 0.349 0.586 -1.011 0.119
C 1.011 -0.617 -0.310 -0.726
C 2.469 -0.311 -0.188 0.924
C 2.971 0.954 -0.323 -0.058
N 4.333 0.936 -0.176 -0.024
C 4.732 -0.351 0.064 -0.385
C 5.999 -0.875 0.279 -0.812
C 6.100 -2.233 0.494 -0.489
C 4.971 -3.056 0.495 -0.692
C 3.711 -2.544 0.283 -0.471
C 3.577 -1.174 0.063 0.449
C 2.149 2.173 -0.584 -1.256
N 0.758 1.819 -0.371 -0.013
C 0.074 2.385 0.639 0.667
O 0.473 3.343 1.269 -0.694
C -1.261 1.727 0.960 -0.442
N -1.876 1.039 -0.146 0.293
C -3.319 0.894 -0.134 -1.185
C -3.783 -0.163 0.869 -0.249
C -5.300 -0.333 0.877 -0.730
C -5.857 -0.880 -0.437 -0.410
C -7.305 -1.346 -0.270 -0.727
O -7.438 -2.393 0.661 -0.506
H 0.719 0.615 -2.044 0.371
H 0.843 -1.521 -0.898 0.447
H 0.566 -0.769 0.679 0.258
H 4.935 1.740 -0.216 0.201
H 6.872 -0.239 0.278 0.387
H 7.072 -2.673 0.666 0.382
H 5.097 -4.114 0.667 0.388
H 2.842 -3.185 0.285 0.456
H 2.391 2.985 0.108 0.498
H 2.286 2.534 -1.613 0.250
H -1.938 2.508 1.318 0.352
H -1.078 1.041 1.803 0.256
H -3.605 0.597 -1.145 0.431
H -3.768 1.863 0.099 0.296
H -3.455 0.122 1.872 0.335
H -3.308 -1.114 0.616 0.283
H -5.572 -1.026 1.676 0.378
H -5.774 0.626 1.098 0.307
H -5.245 -1.724 -0.768 0.290
H -5.827 -0.119 -1.218 0.299
H -7.920 -0.532 0.121 0.340
H -7.710 -1.649 -1.247 0.331
H -6.885 -3.129 0.375 0.320

***

It is one that is most stable; the runner-up trails by 0.0020 hartree.

***

one:
25
Properties=species:S:1:pos:R:3:mulliken_charge:R:1 method="wB97M-V/def2-TZVPD" total_charge=+1 gap_ev="10.4211 / 5.6624" spin_multiplicity=2
C -1.947 -1.722 -0.551 -0.981
N -0.926 -0.758 -0.505 0.039
C 0.777 -0.908 -2.343 -1.240
C 0.446 -1.023 -0.812 0.630
C 0.963 -2.363 -0.255 -1.331
H -1.881 -2.467 -1.363 0.412
H -2.966 -1.348 -0.513 0.378
H -1.773 -2.413 0.291 0.390
H -1.163 0.153 -0.882 0.489
H 1.692 -0.308 -2.391 0.377
H -0.037 -0.493 -2.930 0.390
H 1.099 -1.871 -2.749 0.311
H 1.089 -0.334 -0.264 0.029
H 1.691 -2.794 -0.931 0.376
H 0.191 -3.100 -0.174 0.433
H 1.508 -2.262 0.688 0.286
H 1.386 0.597 2.890 0.309
H 2.422 0.805 1.784 0.304
O 1.500 0.571 1.934 -0.608
H -0.568 1.758 1.397 0.327
H -1.566 0.656 1.323 0.317
O -1.521 1.617 1.253 -0.638
H 0.436 5.545 1.420 0.300
H -0.901 6.164 1.793 0.324
O 0.049 6.297 1.889 -0.622

***

two:
25
Properties=species:S:1:pos:R:3:mulliken_charge:R:1 method="wB97M-V/def2-TZVPD" total_charge=+1 gap_ev="11.7272 / 6.2273" spin_multiplicity=2
C 0.111 -1.201 0.949 0.012
N 1.056 -0.644 -0.036 -0.038
C 0.650 0.821 -0.214 0.092
C 1.450 1.731 -1.188 -1.313
C 0.109 -0.430 2.278 -1.374
H -0.956 -1.205 0.663 0.205
H 0.375 -2.243 1.061 0.424
H 2.021 -0.784 0.191 0.347
H -0.428 0.776 -0.652 0.036
H 0.493 1.283 0.726 0.268
H 2.168 1.300 -1.764 0.424
H 0.666 2.259 -1.834 0.312
H 2.001 2.510 -0.626 0.377
H -0.097 0.620 2.261 0.420
H 1.059 -0.440 2.816 0.352
H -0.737 -0.746 3.050 0.352
H -2.012 0.896 1.490 0.307
H -2.236 2.302 1.888 0.325
O -1.872 1.525 2.282 -0.632
H 0.321 -2.926 -2.368 0.332
H 0.776 -1.675 -1.864 0.325
O 0.341 -2.033 -2.628 -0.566
H -0.988 -0.287 -2.125 0.321
H -2.233 -0.990 -2.513 0.317
O -2.039 -0.419 -1.842 -0.625

***

three:
25
Properties=species:S:1:pos:R:3:mulliken_charge:R:1 method="wB97M-V/def2-TZVPD" total_charge=+1 gap_ev="11.8863 / 6.2741" spin_multiplicity=2
C -1.199 -0.391 0.794 -0.601
N -0.586 0.597 -0.127 0.143
C 0.475 -0.019 -0.891 -0.040
C 0.201 -0.477 -2.318 -1.211
C -1.484 -1.814 0.198 -1.202
H -0.763 -0.373 1.794 0.460
H -2.224 -0.150 1.097 0.482
H -1.380 0.928 -0.672 0.342
H 1.213 0.793 -1.001 -0.038
H 1.127 -0.687 -0.343 0.247
H 0.525 0.097 -3.187 0.369
H 0.843 -1.330 -2.504 0.444
H -0.820 -0.816 -2.480 0.314
H -2.515 -1.886 -0.138 0.369
H -1.251 -2.560 0.951 0.426
H -0.917 -1.976 -0.710 0.315
H 0.761 -2.241 1.454 0.304
H 1.505 -0.957 1.804 0.329
O 1.635 -1.901 1.667 -0.629
H -0.720 2.011 1.217 0.391
H 0.333 2.687 1.941 0.333
O -0.557 2.323 2.113 -0.611
H 2.646 2.793 0.059 0.335
H 1.475 2.542 -0.807 0.341
O 1.678 2.804 0.089 -0.611

***

It is one that is most stable; the runner-up trails by 0.0580 hartree.

***

one:
18
Properties=species:S:1:pos:R:3:mulliken_charge:R:1 method="wB97M-V/def2-TZVPD" gap_ev=8.8469 spin_multiplicity=1
C -0.640 -1.251 -0.336 -0.656
C -0.874 -1.038 -1.586 0.023
C -0.311 1.193 -1.797 0.002
C 0.111 1.219 0.131 0.219
C 0.016 2.317 -2.405 -0.157
C -0.094 -0.219 0.684 0.385
C 1.262 -0.850 1.216 -1.180
O 0.373 3.522 -1.792 -0.539
O -0.825 0.064 -2.302 -0.355
O 0.284 2.241 0.711 -0.562
H -0.798 -2.201 0.199 0.299
H -1.004 -2.012 -2.160 0.265
H -0.138 2.458 -3.468 0.388
H -0.769 -0.094 1.474 0.394
H 1.148 -1.674 1.990 0.319
H 1.872 -0.024 1.579 0.375
H 1.762 -1.191 0.270 0.354
H 0.284 3.260 -0.803 0.428

***

two:
18
Properties=species:S:1:pos:R:3:mulliken_charge:R:1 method="wB97M-V/def2-TZVPD" gap_ev=10.8064 smiles="C#C[C@@]1(OC)CCOC1=O" spin_multiplicity=1
C 0.986 -2.607 0.517 0.112
C 0.605 -1.461 0.324 -1.005
C -0.107 0.206 -0.033 1.286
O -0.914 0.642 0.968 -0.494
C -2.198 -0.232 1.152 -0.815
C 0.913 1.140 -0.433 -0.698
C 1.046 0.996 -1.935 -0.361
O -0.181 0.434 -2.431 -0.365
C -0.930 -0.087 -1.371 0.367
O -1.999 -0.595 -1.525 -0.559
H 1.572 -3.543 0.638 0.422
H -2.779 -0.191 0.277 0.368
H -2.510 0.245 2.002 0.305
H -1.847 -1.196 1.377 0.341
H 1.961 0.908 -0.048 0.289
H 0.582 2.193 -0.241 0.268
H 1.052 1.934 -2.517 0.303
H 1.960 0.414 -2.243 0.237

***

It is one that is most stable; the runner-up trails by 0.0171 hartree.